98
Properties=species:S:1:pos:R:3:forces:R:3 method="wB97M-V/def2-TZVPD" e_tot_ha=-4825.12961 e_above_lowest_ev=15.517 homo_energy_ev=-11.11 max_force_ev_per_a=5.9 gap_ha=0.2504 charge=+1 lumo_ha=-0.15794
C 2.570 -3.289 -0.594 -0.979 0.154 0.766
C 1.752 -2.222 -1.532 -0.803 -0.951 0.478
C 0.296 -2.937 -1.941 1.483 -0.306 0.902
P -1.102 -1.684 -2.287 1.753 -0.737 -0.608
C -1.163 -1.466 -4.214 -0.628 -0.014 -1.020
O -1.074 -0.052 -4.620 4.508 -3.578 1.355
O -2.298 0.381 -4.889 -4.391 2.684 -0.677
C -0.954 -0.023 -1.358 0.826 1.965 -0.361
O -0.826 -0.295 0.108 -1.867 4.090 0.373
C -1.223 0.925 0.852 1.185 -0.422 2.386
F -2.698 1.196 0.794 5.684 -0.659 -0.440
F -0.889 0.651 2.298 -1.408 1.099 -5.459
F -0.417 2.134 0.465 -3.337 -4.204 1.098
B -2.762 -2.502 -1.742 -4.626 -1.876 1.312
O -2.843 -3.596 -0.727 0.034 4.322 -1.386
O -4.011 -2.011 -2.419 3.412 0.476 2.749
O 2.401 -1.881 -2.806 0.416 -0.078 2.169
C 3.722 -1.263 -2.618 0.598 2.170 -1.178
C 3.512 0.233 -1.957 -0.202 2.703 2.353
C 3.131 1.565 -2.833 0.390 -0.180 4.462
C 2.895 3.002 -2.054 0.539 -3.070 1.664
C 3.016 3.135 -0.424 0.595 -3.827 -2.508
C 3.419 1.779 0.436 -0.550 -0.061 -3.433
C 3.663 0.329 -0.308 -1.239 3.915 -2.495
H 3.675 -2.970 -0.346 -2.262 -0.816 -0.808
H 2.003 -3.308 0.456 1.191 0.075 -2.244
H 2.461 -4.368 -1.034 0.641 2.081 0.714
H 1.468 -1.311 -0.855 0.900 -1.282 -1.449
H 0.462 -3.641 -2.870 -0.530 1.512 1.704
H -0.003 -3.592 -1.016 0.258 1.295 -1.827
H -2.192 -1.919 -4.545 1.804 1.051 0.588
H -0.323 -2.134 -4.716 -1.450 1.818 1.239
H -2.228 1.382 -4.875 0.127 -1.614 -0.004
H 0.026 0.569 -1.695 -2.004 -1.441 0.496
H -1.878 0.689 -1.584 1.761 -1.763 0.368
H -3.361 -3.202 0.056 0.614 -1.133 -1.624
H -4.120 -1.035 -2.195 -0.015 -1.536 -0.813
H 4.162 -1.073 -3.711 -1.162 -0.596 2.346
H 4.511 -1.932 -2.070 -1.771 1.318 -0.714
H 3.032 1.462 -3.995 0.231 0.354 2.513
H 2.589 3.926 -2.736 0.807 -2.134 1.784
H 2.802 4.188 0.077 0.615 -2.645 -1.069
H 3.497 1.893 1.614 -0.120 -0.414 -2.820
H 3.918 -0.649 0.282 -0.472 2.236 -1.122
C -8.200 2.267 1.252 -0.316 1.098 0.257
C -8.387 1.359 0.027 0.475 0.700 -0.265
C -8.740 -0.090 0.349 -0.477 -0.915 -0.382
F -7.780 -0.707 1.071 -0.280 -0.025 -0.364
F -8.880 -0.812 -0.795 0.030 0.375 -0.007
F -7.279 1.437 -0.759 -0.169 -0.273 0.142
F -9.406 1.891 -0.718 0.030 -0.449 0.449
O -6.852 2.479 1.680 0.426 -1.883 0.413
C -6.316 1.472 2.536 -1.659 1.541 0.456
C -5.136 0.721 1.906 0.462 -0.083 -0.070
F -5.491 0.116 0.743 0.208 0.244 0.101
F -4.684 -0.262 2.730 -0.255 0.335 0.032
F -7.314 0.648 2.935 0.903 0.138 0.267
F -5.899 2.123 3.656 0.300 -0.539 -0.730
H -8.548 3.264 0.956 0.235 -0.257 -0.147
H -8.856 1.988 2.086 0.222 -0.218 -0.268
H -9.685 -0.154 0.896 0.039 0.188 0.016
H -4.307 1.401 1.693 -0.689 0.073 0.400
C -1.918 5.796 2.329 -0.129 0.733 -0.883
C -0.795 5.466 3.324 -0.257 1.063 0.424
C -0.736 4.007 3.765 0.564 -0.742 0.609
F -1.862 3.613 4.399 0.531 -0.020 -0.113
F 0.284 3.815 4.645 -0.031 0.287 -0.290
F -0.885 6.304 4.392 0.029 -0.539 -0.295
F 0.391 5.775 2.711 -0.204 -0.544 -0.076
O -3.109 6.359 2.886 -0.401 -1.606 0.978
C -4.049 5.417 3.399 0.567 0.586 -1.862
C -4.255 5.546 4.914 -0.005 0.024 1.094
F -3.093 5.369 5.594 -0.440 0.257 -0.412
F -5.119 4.602 5.372 0.133 0.174 -0.578
F -3.683 4.170 3.019 -0.735 0.220 0.241
F -5.219 5.675 2.754 0.354 -0.044 0.713
H -1.529 6.585 1.673 -0.013 -0.043 0.382
H -2.137 4.963 1.650 0.078 -0.008 0.388
H -0.564 3.343 2.913 -0.025 0.146 -0.107
H -4.651 6.531 5.174 0.003 -0.015 -0.270
C 9.107 -5.239 0.102 1.075 -0.231 0.383
C 7.857 -4.524 0.636 0.736 0.772 -0.082
C 6.534 -5.197 0.287 -0.781 -0.227 0.161
F 6.326 -5.269 -1.046 -0.247 0.112 0.480
F 5.489 -4.491 0.798 0.152 0.172 0.161
F 7.876 -3.226 0.228 -0.292 -0.391 0.014
F 7.968 -4.483 2.001 -0.320 -0.422 -0.357
O 9.655 -4.725 -1.116 -1.596 -0.403 -1.071
C 9.052 -5.214 -2.312 1.333 -1.001 1.486
C 8.350 -4.114 -3.118 -0.367 0.640 -0.506
F 7.376 -3.506 -2.393 0.421 -0.093 -0.129
F 7.747 -4.625 -4.224 0.342 -0.218 0.371
F 8.234 -6.250 -2.008 0.331 0.320 -0.789
F 10.067 -5.744 -3.047 -0.641 0.630 0.003
H 9.900 -5.074 0.843 -0.258 0.228 -0.178
H 8.988 -6.328 0.070 -0.248 0.303 -0.091
H 6.483 -6.208 0.704 0.169 0.046 0.025
H 9.061 -3.346 -3.437 0.128 -0.196 0.115

---

70
Properties=species:S:1:pos:R:3:forces:R:3 method="wB97M-V/def2-TZVPD" e_tot_ha=-4885.00294 homo_energy_ev=-8.28 max_force_ev_per_a=5.1 gap_ha=0.2849 smiles="CC(=O)OCCCCCCCCc1cccc2c1Sc1cccc(P(O)Br)c1N2.O=[N+]([O-])c1ccccc1" charge=0 lumo_ha=-0.01933
C 1.879 -2.762 2.243 0.792 0.830 -1.445
C 2.010 -1.150 2.176 -2.827 1.302 0.956
O 0.975 -0.455 2.326 4.156 -2.261 -0.467
O 3.306 -0.544 1.958 -2.575 -1.562 -0.726
C 3.579 -0.701 0.533 0.865 -0.226 -1.457
C 3.447 0.659 -0.322 0.339 0.616 0.266
C 2.860 1.896 0.516 0.257 0.659 0.299
C 2.199 3.056 -0.373 0.879 -0.427 -0.660
C 1.033 2.564 -1.356 -0.505 0.608 0.707
C -0.097 1.653 -0.616 0.778 0.351 -1.077
C -1.507 2.066 -1.273 0.231 0.104 0.169
C -2.745 1.177 -0.767 0.333 -0.392 0.701
C -2.430 -0.395 -0.729 0.504 -2.699 -0.026
C -2.602 -1.173 0.595 0.751 -1.848 -1.970
C -2.331 -2.692 0.757 0.907 1.862 -4.366
C -1.803 -3.448 -0.520 -0.986 3.580 0.535
C -1.608 -2.689 -1.882 -1.418 0.977 3.461
C -1.947 -1.166 -1.983 0.231 -2.407 2.592
S -1.726 -0.394 -3.673 1.210 -1.387 0.903
C -0.211 -1.300 -4.292 2.037 -1.937 -0.170
C 0.873 -0.592 -5.166 0.755 -3.084 0.616
C 2.131 -1.361 -5.689 -3.393 -2.562 2.813
C 2.247 -2.857 -5.239 -2.334 1.602 0.877
C 1.182 -3.557 -4.323 0.207 3.714 -0.422
P 1.356 -5.353 -3.736 -1.686 -0.095 1.299
O 1.106 -5.229 -2.017 1.531 1.575 -2.451
Br 3.505 -6.039 -3.935 -0.126 0.748 0.069
C -0.111 -2.797 -3.833 3.189 1.651 -2.736
N -1.110 -3.499 -3.011 0.393 2.344 -0.229
H 0.918 -3.018 1.677 1.211 0.385 1.077
H 1.865 -3.158 3.312 0.095 0.720 -1.537
H 2.749 -3.197 1.616 -1.294 0.477 1.384
H 2.891 -1.476 0.048 0.802 0.914 0.852
H 4.650 -1.119 0.448 -1.648 0.696 0.157
H 2.833 0.502 -1.284 0.913 0.004 1.554
H 4.520 0.955 -0.634 -1.774 -0.454 0.285
H 2.108 1.609 1.325 1.068 -0.015 -1.210
H 3.759 2.369 1.072 -1.508 -0.731 -0.740
H 1.853 3.886 0.333 0.326 -1.134 -1.015
H 3.045 3.482 -1.041 -1.361 -0.416 1.056
H 1.500 2.038 -2.265 -0.870 0.655 1.339
H 0.460 3.496 -1.737 1.187 -1.372 0.428
H 0.202 0.562 -0.820 -0.837 1.443 0.401
H -0.041 1.818 0.512 -0.316 -0.168 -1.466
H -1.726 3.170 -1.004 0.313 -1.756 -0.289
H -1.368 2.059 -2.414 -0.370 -0.211 1.736
H -2.924 1.483 0.336 0.127 -0.510 -1.776
H -3.724 1.409 -1.338 1.673 -0.464 0.789
H -2.970 -0.604 1.512 0.588 -0.764 -1.501
H -2.474 -3.275 1.736 0.207 1.220 -1.715
H -1.604 -4.562 -0.384 -0.127 1.754 -0.688
H 0.760 0.513 -5.439 -0.002 -1.829 0.554
H 2.928 -0.895 -6.354 -1.368 -0.629 1.116
H 3.136 -3.513 -5.569 -1.538 1.308 0.604
H 1.481 -4.330 -1.814 -0.583 -1.089 0.292
H -1.868 -3.910 -3.576 0.502 0.381 0.329
C -1.615 1.828 5.878 -0.044 0.049 -0.017
C -1.724 1.454 4.542 -0.084 0.135 0.107
C -2.449 2.243 3.656 0.004 -0.011 -0.037
C -3.059 3.408 4.118 0.455 -0.507 0.522
C -2.961 3.784 5.456 -0.025 0.085 0.063
C -2.235 2.987 6.336 0.012 -0.117 -0.261
N -3.803 4.255 3.181 -0.315 0.373 -0.364
O -3.882 3.881 2.019 0.043 0.148 0.522
O -4.296 5.287 3.612 0.251 -0.542 -0.200
H -1.043 1.213 6.567 -0.073 0.070 -0.088
H -1.239 0.549 4.191 -0.040 0.137 -0.041
H -2.526 1.941 2.617 -0.065 0.216 0.111
H -3.436 4.686 5.824 0.006 -0.094 -0.255
H -2.150 3.272 7.380 -0.042 0.008 -0.138

---

65
Properties=species:S:1:pos:R:3:forces:R:3 method="wB97M-V/def2-TZVPD" e_tot_ha=-3414.16682 homo_energy_ev="-3.87 / -5.22" max_force_ev_per_a=0.4 multiplicity=2 gap_ha="0.2359 / 0.2748" charge=-1 lumo_ha="0.09371 / 0.08284"
Cu -0.555 -1.384 1.517 -0.093 -0.108 -0.022
C -1.374 -0.284 7.169 -0.061 0.100 0.096
Si -0.351 -1.649 6.396 -0.012 0.004 0.005
C 1.414 -1.472 6.995 0.136 0.023 0.058
C -1.014 -3.293 6.998 -0.054 -0.134 0.042
C -0.424 -1.554 4.601 0.016 0.018 -0.307
C -0.476 -1.486 3.378 -0.042 -0.033 0.164
H -1.340 -0.347 8.262 -0.024 0.034 -0.042
H -2.417 -0.352 6.851 0.049 -0.002 0.015
H -0.997 0.698 6.869 -0.020 -0.047 0.015
H 1.470 -1.527 8.087 0.019 0.005 -0.051
H 1.830 -0.512 6.676 -0.007 -0.043 0.022
H 2.043 -2.262 6.576 -0.027 0.036 0.025
H -0.985 -3.357 8.091 -0.008 -0.014 -0.046
H -0.423 -4.117 6.589 -0.032 0.037 0.026
H -2.047 -3.431 6.670 0.044 -0.001 0.026
C -2.056 5.391 -5.479 -0.007 0.011 -0.007
C -1.788 4.347 -4.425 0.032 -0.007 0.022
C -2.304 3.067 -4.536 0.022 -0.050 -0.016
C -2.070 2.085 -3.568 -0.043 0.080 -0.059
C -2.681 0.719 -3.781 -0.004 0.028 -0.008
C -1.296 2.410 -2.452 0.006 -0.017 -0.041
Te -0.988 0.891 -0.849 -0.037 0.132 0.049
N -0.570 -1.169 -0.357 0.025 -0.230 -0.270
C -0.376 -1.897 -1.453 -0.004 -0.041 0.046
O -0.510 -1.513 -2.635 0.010 0.046 0.265
C 0.048 -3.347 -1.259 0.001 0.032 -0.005
C -0.212 -4.244 -2.291 0.004 -0.034 0.007
C 0.150 -5.579 -2.179 -0.015 0.023 0.013
C 0.798 -6.032 -1.036 0.009 0.036 -0.003
C 1.078 -5.139 -0.011 -0.012 0.008 -0.021
C 0.703 -3.806 -0.122 0.002 -0.043 0.037
C 1.087 1.000 -1.273 0.051 0.043 0.003
C 1.480 1.037 -2.608 0.026 -0.029 0.046
C 2.823 1.096 -2.947 0.005 -0.009 0.048
C 3.781 1.113 -1.942 -0.033 0.008 -0.029
C 3.388 1.069 -0.614 -0.062 0.016 0.010
C 2.041 1.010 -0.249 0.076 -0.044 -0.012
C 1.697 0.933 1.217 0.074 0.045 -0.085
C -0.757 3.700 -2.321 -0.063 0.013 -0.005
C 0.114 4.100 -1.156 0.023 -0.027 -0.017
C -1.014 4.645 -3.308 -0.007 0.003 -0.010
H -2.559 4.956 -6.343 0.013 -0.003 0.020
H -1.129 5.854 -5.826 -0.013 -0.021 0.021
H -2.693 6.190 -5.091 0.009 -0.010 0.011
H -2.903 2.808 -5.405 0.014 0.016 0.007
H -2.866 0.554 -4.845 -0.026 0.030 0.025
H -3.644 0.640 -3.267 0.041 -0.005 0.022
H -2.039 -0.087 -3.422 0.022 0.036 0.023
H -0.700 -3.866 -3.180 0.015 -0.008 0.014
H -0.072 -6.268 -2.986 0.009 0.015 0.013
H 1.089 -7.073 -0.947 -0.018 0.024 -0.005
H 1.587 -5.477 0.883 -0.001 -0.002 -0.011
H 0.926 -3.122 0.688 0.004 0.004 -0.029
H 0.727 1.009 -3.386 0.040 0.002 0.030
H 3.115 1.120 -3.990 0.008 -0.007 0.014
H 4.834 1.160 -2.192 0.008 0.000 -0.003
H 4.139 1.082 0.169 -0.024 0.003 -0.026
H 2.499 1.362 1.821 -0.007 -0.026 -0.016
H 1.553 -0.103 1.538 0.048 0.057 -0.031
H 0.773 1.457 1.456 -0.036 0.038 -0.021
H -0.270 3.723 -0.207 -0.033 -0.014 -0.016
H 0.184 5.186 -1.087 0.008 0.004 -0.008
H 1.125 3.698 -1.268 -0.037 0.013 -0.007
H -0.594 5.642 -3.201 -0.011 -0.010 -0.012